(1)
14
Properties=species:S:1:pos:R:3:forces:R:3 method="wB97M-V/def2-TZVPD" homo_ev=-10.33 relative_energy_kcal_mol=12.76 smiles="CC(=O)[C@@H](C)C#N" gap_ev=11.01 charge=0
C 0.39893 -0.42007 -0.28534 -0.1 0.0 -0.1
H -2.68313 0.69023 0.42754 0.2 0.0 0.0
O -0.27655 1.84046 -0.03706 -0.3 -0.4 0.2
H -0.25292 -1.19089 -0.70564 0.1 -0.1 0.0
H 1.88645 0.98949 -1.02173 0.0 -0.2 0.1
H 2.11288 -0.69513 -1.56376 0.0 0.1 0.0
C 1.37917 0.07971 -1.34438 0.1 0.0 -0.1
N 1.59829 -1.43858 1.81535 -0.5 0.4 -0.9
H -1.79690 0.67630 1.95114 0.1 0.1 -0.1
C -0.54691 0.68859 0.20246 0.0 0.6 -0.1
H -1.93354 -0.81222 1.01235 0.2 0.2 -0.1
H 0.85010 0.32701 -2.26763 0.0 -0.1 0.1
C 1.07013 -1.00740 0.88140 0.4 -0.3 0.8
C -1.80600 0.27250 0.93530 -0.1 -0.1 0.1

(2)
9
Properties=species:S:1:pos:R:3:forces:R:3 method="wB97M-V/def2-TZVPD" homo_ev="-1.77 / -2.42" relative_energy_kcal_mol=130.55 gap_ev="5.85 / 6.19" charge=-1
C 0.10536 0.75100 -0.12872 -0.6 0.8 0.6
C -1.22838 0.32730 0.42729 -0.9 -0.5 2.6
C 1.03476 -0.45467 -0.37127 1.8 0.3 1.2
O 2.20737 -0.42266 -0.00232 -1.2 -0.1 -0.6
O -0.76759 0.89941 -1.23401 1.0 2.1 -1.3
H -1.89757 1.15219 0.70683 0.2 -0.8 0.3
H -1.59541 -1.07756 1.04660 1.0 2.9 -0.2
H 0.57912 1.69343 0.19900 -0.1 -0.3 0.1
Cd -0.92695 -1.24308 -0.98971 -1.1 -4.4 -2.6

(3)
204
Properties=species:S:1:pos:R:3:forces:R:3 method="wB97M-V/def2-TZVPD" homo_ev=-8.53 smiles=COCCNCCOC.COCCNCCOC.COCCNCCOC.COCCNCCOC.COCCNCCOC.CCCC#N.CCCC#N.CCCC#N.CCCC#N.CCCC#N.CCCC#N.CCCC#N gap_ev=8.76 charge=0
C 7.41388 -23.57095 -9.57329 -0.8 0.9 -1.1
H 4.88321 -10.16416 -10.06245 0.4 0.4 -0.1
H 6.88604 -18.56626 -10.68822 -0.1 -0.3 -0.1
H 4.83085 -15.95828 -6.85763 0.2 -0.1 0.4
H 2.64259 -12.75507 -3.59468 0.3 -0.2 -0.3
O 6.47704 -13.20270 -9.24142 1.1 1.3 -0.5
C 8.29629 -17.09173 -9.86920 -1.7 0.4 -0.5
C 7.26548 -11.98917 -11.12946 0.3 -0.9 0.5
C -0.39162 -21.39832 -5.43371 0.3 0.1 0.9
H 6.08587 -15.06408 -8.71757 0.4 -0.6 0.5
H 4.90282 -12.40282 -9.06768 0.2 0.3 -0.4
C 1.47732 -17.51369 -15.26166 0.4 -0.1 0.1
O -0.06290 -16.62788 -6.40070 -0.5 0.6 1.0
H 8.90686 -8.69833 -9.27486 0.0 -0.1 0.4
C 6.57707 -21.72124 -5.48278 1.4 0.5 -0.2
H 1.29639 -21.07496 -4.06911 0.1 0.4 -0.2
H 7.15181 -21.34993 -9.22633 -0.2 -0.3 0.0
N 8.10407 -11.06617 -10.39604 -0.3 0.3 0.4
C 3.09969 -13.78801 -10.12595 -0.7 1.1 -0.7
H 3.49608 -9.76434 -9.10815 -0.1 0.0 0.4
C 7.89959 -22.14174 -9.27028 0.4 -1.2 0.2
H 3.65149 -22.83797 -8.20799 -0.1 0.1 0.2
H 0.01569 -14.53920 -6.88964 -0.2 0.0 0.3
H 0.21125 -19.35054 -6.15321 0.2 -0.2 0.2
H 1.68337 -22.21290 -5.35374 -0.1 -0.2 -0.1
O -0.42860 -17.65682 -16.70499 -1.0 0.7 0.3
C 4.42011 -10.34228 -9.09193 1.0 -2.2 0.6
H -0.50082 -17.84906 -18.79123 1.0 0.6 -0.1
H 5.25186 -8.78722 -7.98312 0.5 0.6 0.0
C 4.97784 -18.59996 -7.97659 -0.3 0.0 -0.2
H 3.32334 -21.35553 -11.64515 0.2 0.1 0.4
H 0.79139 -17.08256 -0.95905 -0.2 0.2 0.3
H 0.23876 -19.12122 -10.16899 0.7 0.1 -0.2
H 7.17800 -17.91831 -8.50373 -0.2 -0.1 0.6
H 5.62758 -21.18596 -5.48891 0.0 0.0 0.3
H 4.82127 -10.05424 -6.98007 0.5 -0.9 0.4
H 7.71640 -17.56173 -11.92808 0.0 -0.2 -0.2
H 0.60963 -22.61503 -3.95566 0.1 -0.4 -0.3
H 5.01933 -22.02220 -11.48601 0.1 0.8 -0.7
C 6.13573 -15.82224 -1.60961 -0.8 0.2 -0.2
H -0.56194 -19.17273 -2.76090 0.0 -0.7 0.5
C 0.72053 -18.07999 -1.39289 -0.2 -0.1 -0.4
H 4.27213 -16.47556 -11.87659 0.1 0.0 0.2
C 1.75260 -18.82665 -12.40517 0.9 -1.7 -1.1
H 1.93668 -17.77116 -12.20473 -0.4 0.4 -0.3
C 7.58784 -20.15481 -3.80535 0.5 -2.2 -4.0
C -1.33695 -17.58640 -4.38240 -0.2 1.3 -2.1
H 6.66793 -14.88349 -1.76330 0.3 -0.2 0.2
N 7.65289 -17.02743 -8.53388 0.0 -0.7 -1.6
C 3.02498 -12.22316 -9.98037 1.3 -0.9 0.6
C 1.26139 -11.18233 -6.41425 0.3 -0.6 0.8
H 4.86182 -21.80130 -8.92039 0.3 -0.2 -0.3
O 6.70241 -10.25912 -8.01170 -0.8 -0.5 0.9
C 2.46974 -11.92729 -4.28244 -0.6 0.9 1.1
H 3.18005 -17.19634 -1.04389 0.0 0.1 0.2
N 2.25348 -20.17793 -9.10071 0.9 -1.2 -0.1
H 7.84728 -19.82138 -5.74351 -0.3 -0.4 -0.8
C 9.12474 -24.95152 -8.52115 1.0 -1.2 1.7
H 3.82991 -16.44273 -4.70949 -0.6 -0.2 0.5
C 3.93546 -17.47177 -8.02290 0.7 -0.2 -0.1
C 8.61299 -16.94307 -7.46932 -0.6 0.4 0.8
H 8.27460 -10.65581 -6.77064 0.3 0.2 -0.4
H 9.27905 -17.80589 -7.46809 0.3 -0.2 0.4
H 8.60611 -21.91844 -10.06971 0.3 0.4 0.3
H 3.39690 -11.53466 -4.69995 0.0 -0.4 -0.2
H 7.78080 -18.03188 -0.65771 -0.2 0.3 -0.5
C 7.31950 -13.37676 -10.39558 -0.9 1.0 -1.3
C 7.75351 -20.74272 -5.16866 -0.5 0.8 1.4
H 3.90748 -18.21277 -2.28445 -0.2 -0.1 0.0
C 8.54363 -24.60087 -9.80509 -0.6 0.6 0.2
N 1.53362 -18.95524 -14.97861 -1.1 0.4 0.0
C 7.84226 -16.83519 -6.10117 1.2 0.0 0.1
C 5.14997 -17.12013 -11.92182 0.4 0.3 0.9
H 3.14684 -11.75493 -10.95711 0.0 0.0 -0.3
H 0.27338 -14.60508 -11.63130 -0.3 -0.1 0.2
H 8.61378 -16.09349 -10.17051 0.1 0.1 0.1
C -0.19040 -18.74789 -11.09880 -0.6 0.0 -0.4
C 0.02399 -15.52831 -7.34756 -0.3 -1.0 0.6
H 1.03052 -16.14855 -16.94318 -0.4 0.4 0.4
C 6.57856 -14.19607 -8.27948 0.2 -0.9 -0.1
H 6.86180 -10.29721 -5.91102 -0.5 0.3 0.0
H 0.47757 -13.08686 -10.76525 -0.1 0.1 0.2
N 9.62747 -15.54485 -0.05095 0.6 0.5 0.1
C 9.14366 -8.83874 -10.32952 -1.2 -0.4 -0.2
H 9.63182 -15.04972 -5.71686 0.0 0.1 0.1
H 6.67864 -23.89788 -8.83802 0.3 -0.3 0.2
H 3.11761 -15.86479 -6.99452 -0.2 0.0 0.4
H 2.71528 -23.50663 -10.40127 0.1 -0.3 0.4
C 2.96201 -21.09721 -9.11899 -0.9 1.2 0.5
H 6.84168 -23.48997 -10.49749 0.0 -0.3 -0.3
H 0.96874 -15.60699 -7.88549 0.0 -0.3 0.1
H 4.88943 -18.14899 -11.67352 -0.3 -0.1 0.1
C 0.33291 -11.52767 -7.48749 -0.7 0.2 -0.7
N 4.08328 -11.81460 -9.01806 -1.2 1.4 0.3
H 2.52236 -17.20427 -15.27680 0.1 0.5 0.0
H -0.81247 -22.28269 -5.91213 -0.3 0.2 -0.1
H 2.26637 -11.10176 -6.82852 0.0 0.3 -0.3
H 3.29054 -18.93430 -13.97983 0.4 -0.2 0.4
O 0.41127 -19.23670 -12.30617 -0.3 0.3 0.7
H 6.90927 -14.17994 -11.00772 -0.2 -0.1 -0.2
H 8.36710 -22.22980 -8.28958 0.5 0.6 -0.1
H -1.18816 -18.57856 -4.80853 -0.1 -0.3 -0.1
C 3.92683 -16.56192 -6.77715 0.2 -0.7 -0.8
H 7.03625 -9.27242 -10.79011 0.0 0.3 -0.3
H 3.10930 -14.18140 -9.10946 -0.4 -0.4 0.2
C 5.35722 -9.86971 -7.91109 -2.1 1.0 -1.8
H 0.53756 -20.81791 -7.13119 0.2 0.7 -0.6
H 0.95898 -10.21644 -6.00966 0.0 0.0 0.0
H 7.70809 -8.95094 -6.78642 0.0 0.1 0.3
H 4.45974 -23.88190 -10.10464 -0.1 -0.4 -1.0
H 6.23048 -15.66175 0.60086 -0.1 0.4 -0.3
H 9.23170 -16.07438 -7.69441 0.1 0.2 0.4
O 6.13941 -16.65312 -10.95115 -0.7 -0.7 -1.2
H 2.10124 -11.14679 -3.61676 0.0 0.3 0.0
H 0.51787 -17.26494 -3.70590 0.2 0.1 -0.2
H -1.36500 -16.39670 -18.12922 0.2 0.1 0.1
H 2.07011 -11.90255 -9.56382 -0.2 -0.2 -0.2
C 3.95682 -22.24098 -11.59229 0.9 -1.1 0.3
H -1.40242 -18.05661 -1.65517 -0.2 0.1 -0.2
H 0.37414 -14.60095 -9.83825 0.1 -0.1 0.1
H 5.10550 -15.60814 -1.89405 -0.3 0.2 0.3
H -1.88449 -18.10469 -18.00320 -0.6 0.4 0.5
H 10.20624 -15.54809 -4.08273 0.1 -0.7 -0.3
C 8.02022 -9.70993 -10.95888 1.8 -1.0 0.5
H 0.72939 -18.83626 -0.60798 -0.3 0.0 0.3
H 0.59216 -19.19900 -14.70596 -0.5 -0.4 -0.5
O 2.11607 -14.33418 -11.00350 0.3 -0.3 0.4
C 9.35638 -15.50093 -4.76363 -1.5 -0.4 0.3
O 9.12185 -7.59119 -10.95261 1.2 1.7 0.2
H 7.67891 -11.03875 -9.48030 0.3 0.1 0.4
C 6.22581 -16.40963 -0.19209 1.3 -0.2 -0.5
H 8.62194 -14.92681 -4.19876 0.0 0.8 -0.3
H 8.14568 -25.48732 -10.29900 0.0 -0.1 0.3
H 2.34913 -19.36777 -11.67071 0.1 0.0 0.4
H -1.07658 -21.03371 -4.66821 -0.3 -0.2 0.0
N 5.76554 -19.46079 -7.92530 -1.5 1.5 0.0
H 8.36080 -13.65254 -10.22912 0.1 0.2 0.8
H 3.99129 -14.15428 -10.63488 0.5 0.6 0.3
H 5.34670 -17.01806 0.02022 0.3 -0.5 -0.1
H -0.18823 -17.65958 -11.15942 0.1 0.2 0.4
H 7.14133 -16.00304 -6.03543 -0.2 0.2 -0.6
C -1.03820 -17.42018 -17.94542 -0.7 -1.4 -0.3
H 6.71548 -22.08079 -6.50243 0.0 0.1 -0.2
H -1.20699 -15.52112 -4.99417 0.4 0.1 0.2
C 3.87939 -22.24143 -9.09133 -0.9 0.5 0.4
C 8.74651 -16.27103 -0.00667 -0.8 -0.3 -0.9
H -1.22993 -19.06651 -11.02171 0.0 -0.1 -0.6
H 6.53912 -22.69779 -3.51066 0.0 -0.1 -0.1
H 7.60046 -11.92726 -12.16486 0.1 -0.8 -0.1
H 8.74396 -21.19738 -5.14965 -0.1 -0.4 -0.2
H 2.95364 -17.83829 -8.32257 0.0 -0.7 0.6
C 6.64476 -22.94284 -4.56749 -0.5 0.3 -0.8
H 4.10006 -16.76811 -8.83890 0.9 -0.4 -0.4
H 6.11752 -13.95131 -7.32260 -0.4 0.6 -0.2
C 9.95515 -6.65493 -10.22525 -0.9 -0.4 0.4
C -0.18539 -20.30623 -6.49588 0.9 -1.2 0.1
H 2.30827 -20.42463 -13.87419 0.2 0.0 0.7
H 1.80178 -13.14440 -5.79806 -0.4 -0.3 -0.3
H 2.89461 -17.87579 -5.39547 0.0 0.2 0.3
H 5.50346 -17.12311 -12.95291 0.4 0.2 0.0
N 7.48163 -19.71947 -2.78066 -0.5 1.7 3.8
N -0.43663 -17.24758 -3.37617 1.1 0.4 2.1
H 9.63542 -6.61982 -9.18378 -0.6 0.2 0.2
H 9.86818 -5.65300 -10.64559 0.0 -0.3 -0.2
H 7.67738 -17.58292 0.99177 -0.5 -0.3 0.2
C 3.72765 -23.10802 -10.33537 -0.5 0.8 -0.2
C 0.88563 -21.86539 -4.69726 -0.4 0.8 0.3
H -2.11693 -16.49501 -6.07546 -0.1 -0.2 -0.3
C -1.37877 -20.03585 -7.25504 -1.8 0.5 -1.1
H 7.28381 -17.76055 -5.95991 -0.2 0.0 -0.1
H 3.79730 -22.75340 -12.54102 0.1 -0.3 0.2
H 6.21698 -11.69161 -11.14361 -0.4 0.1 0.0
H -2.33618 -17.54026 -3.94938 -0.3 0.0 -0.3
C 3.79286 -17.25934 -5.43050 0.5 0.9 -0.3
C 1.40471 -12.25927 -5.30109 0.5 -0.5 -1.0
C 7.22534 -17.56535 -10.95497 1.4 1.0 1.6
H 10.14549 -9.26406 -10.38897 0.0 -0.5 -0.2
H 7.57130 -23.47614 -4.78015 0.1 0.0 0.3
C 0.73808 -14.14526 -10.75911 0.2 0.4 -0.5
H 3.28228 -18.94864 -0.78830 -0.2 -0.2 0.0
H 0.45728 -12.54777 -4.84585 0.0 0.2 0.0
N 9.54504 -25.30658 -7.49630 -0.7 0.8 -1.5
H -0.80018 -15.60983 -8.05620 -0.1 0.1 -0.1
C 0.87490 -17.17846 -16.62197 1.2 -1.5 -0.3
N -0.41150 -11.67890 -8.36000 0.7 -0.1 0.8
H 9.31861 -24.22841 -10.47501 0.0 0.3 0.1
H 4.68235 -17.83749 -5.18015 0.0 -0.4 -0.3
H 0.94764 -16.98265 -14.47075 0.0 0.3 0.1
H 6.41909 -16.52135 -2.39641 0.5 -0.2 0.2
C -0.52552 -18.19111 -2.28847 1.3 -0.1 0.6
C 2.29555 -19.33781 -13.79200 -0.3 1.2 -0.3
C -1.20947 -16.50097 -5.47165 -0.4 0.1 -1.4
H 10.99630 -6.93394 -10.06327 0.3 -0.4 -0.9
H 5.83053 -23.57815 -4.91607 -0.1 -0.3 0.5
N -2.35034 -19.80259 -7.84635 1.3 -0.3 0.8
O 8.67322 -16.76286 -4.95002 1.3 -0.2 -0.2
C 7.58978 -17.17296 -0.01439 -0.2 0.0 1.1
C 7.40614 -9.99809 -6.80674 0.4 -0.5 -0.2
H 7.62850 -14.36135 -8.03781 0.1 -0.5 -0.1
H 9.18323 -17.72502 -9.84993 0.1 -0.4 -0.3
H 1.41426 -17.78430 -17.35008 0.6 0.0 -0.2
O 1.84308 -18.27527 -2.21153 1.5 -0.3 -0.2
H 8.26313 -9.90396 -12.00361 -0.3 0.8 -0.3
C 3.11973 -18.16888 -1.53239 -1.0 0.4 -0.6